{"formula": "C5H13NOS", "method": "ωB97M-V with the def2-TZVPD basis set", "spin_multiplicity": 1, "homo_lumo_gap_ev": 8.9, "smiles": "CC(N)=O.CCSC", "homo_ev": -8.3, "species": ["C", "C", "S", "C", "H", "H", "H", "H", "H", "H", "H", "H", "C", "C", "N", "O", "H", "H", "H", "H", "H"], "xyz": [[-2.2188, 2.4855, -2.4090], [-1.1330, 1.5446, -1.8030], [-1.7131, -0.1818, -1.7175], [-0.4033, -0.8826, -0.6878], [-1.8743, 3.5627, -2.3728], [-3.1624, 2.4606, -1.8487], [-2.4592, 2.3113, -3.4631], [-0.9844, 1.8440, -0.7637], [-0.2558, 1.5118, -2.4394], [0.5905, -0.7707, -1.1932], [-0.4054, -0.3406, 0.2927], [-0.6251, -1.9625, -0.4671], [2.4569, -0.4909, 2.0247], [1.6004, -1.7541, 1.6431], [0.5413, -2.0033, 2.4983], [1.8377, -2.5181, 0.6773], [2.2877, -0.2170, 3.0669], [2.1577, 0.3217, 1.3454], [3.4838, -0.7826, 2.0242], [0.3262, -1.3341, 3.2610], [-0.0475, -2.8037, 2.3317]]}

{"formula": "C25H51K2O19", "method": "ωB97M-V with the def2-TZVPD basis set", "spin_multiplicity": 1, "homo_lumo_gap_ev": 2.6, "homo_ev": -7.3, "total_charge": 1, "species": ["K", "K", "C", "O", "H", "H", "H", "C", "C", "O", "C", "O", "O", "C", "H", "H", "H", "H", "H", "H", "H", "H", "C", "C", "O", "C", "O", "O", "C", "H", "H", "H", "H", "H", "H", "H", "H", "C", "C", "O", "C", "O", "O", "C", "H", "H", "H", "H", "H", "H", "H", "H", "C", "C", "O", "C", "O", "O", "C", "H", "H", "H", "H", "H", "H", "H", "H", "C", "C", "O", "C", "O", "O", "C", "H", "H", "H", "H", "H", "H", "H", "H", "C", "C", "O", "C", "O", "O", "C", "H", "H", "H", "H", "H", "H", "H", "H"], "xyz": [[9.4697, -3.8599, 1.3212], [9.6955, -0.3970, -3.5678], [4.0202, 0.1972, -0.4718], [5.2262, -0.5346, -0.4796], [3.3704, -0.2267, -1.2374], [3.4198, 0.1805, 0.4378], [4.1770, 1.2402, -0.7468], [0.6716, -1.4008, 13.3610], [1.6830, -1.9160, 12.2962], [1.3714, -1.2456, 11.1399], [2.0465, -1.4250, 9.9908], [2.7985, -2.3498, 9.6684], [1.4783, -0.5578, 9.0961], [1.8015, -0.6055, 7.7001], [0.7958, -0.3352, 13.5540], [0.8833, -1.8954, 14.3090], [-0.3639, -1.6277, 13.1075], [1.6548, -2.9756, 12.0421], [2.7141, -1.6652, 12.5453], [2.2827, -1.5364, 7.4001], [2.5359, 0.1623, 7.4571], [0.9332, -0.4021, 7.0733], [-4.5804, 1.8949, 1.8186], [-5.7774, 1.0211, 2.0999], [-6.8729, 1.7973, 1.7396], [-7.4157, 2.6666, 2.5394], [-6.8682, 3.0639, 3.5434], [-8.5990, 3.0559, 1.9515], [-9.2129, 4.0850, 2.6534], [-3.6244, 1.3874, 1.9466], [-4.6255, 2.7706, 2.4662], [-4.5547, 2.2783, 0.7986], [-5.7687, 0.6881, 3.1377], [-5.8862, 0.1782, 1.4174], [-9.2892, 3.8962, 3.7242], [-10.2817, 4.1858, 2.4646], [-8.7790, 5.0631, 2.4455], [-2.2979, -0.6487, -13.3242], [-1.1391, -0.5167, -12.4292], [-1.5338, -1.0976, -11.1726], [-0.5182, -1.6931, -10.5514], [0.4592, -2.2871, -11.0349], [-0.7040, -1.5399, -9.2379], [0.1254, -2.1972, -8.3243], [-3.2061, -0.4188, -12.7670], [-2.5339, -1.6088, -13.7832], [-2.1192, -0.0150, -14.1929], [-0.8605, 0.5099, -12.1911], [-0.3329, -1.0534, -12.9293], [0.1605, -3.2699, -8.5143], [-0.2716, -2.0034, -7.3279], [1.1559, -1.8472, -8.3851], [9.0036, 0.1963, 12.2114], [8.8666, -0.6103, 10.9342], [8.8328, 0.2167, 9.8404], [8.6112, -0.2641, 8.5838], [8.4434, -1.4228, 8.2010], [8.9455, 0.7179, 7.6650], [8.6307, 0.7527, 6.2469], [8.1381, 0.8413, 12.3631], [9.8782, 0.8446, 12.2662], [9.0698, -0.5257, 13.0253], [7.9902, -1.2582, 10.9341], [9.8323, -1.0945, 10.7887], [8.5540, 1.8310, 6.1069], [7.6586, 0.2684, 6.1540], [9.4026, 0.3960, 5.5651], [-2.0557, 7.6754, -9.9015], [-2.3881, 6.3658, -9.2080], [-1.2252, 5.7854, -8.5957], [-0.8261, 6.1599, -7.4060], [-1.3474, 6.9871, -6.7284], [0.2316, 5.5113, -7.1271], [0.7838, 5.6716, -5.8330], [-2.6655, 8.1644, -10.6613], [-1.1497, 7.5648, -10.4973], [-1.7516, 8.3993, -9.1455], [-2.8489, 5.6688, -9.9079], [-3.1976, 6.5373, -8.4984], [0.2155, 5.2689, -4.9946], [1.1909, 6.6609, -5.6243], [1.6700, 5.0474, -5.9480], [-6.2811, -7.4090, -3.9256], [-4.9915, -6.9889, -4.6330], [-3.9297, -6.8951, -3.6666], [-3.8209, -5.8553, -2.6997], [-4.6645, -4.9893, -2.4381], [-2.6104, -5.9926, -2.0422], [-1.9946, -4.9699, -1.2434], [-6.3027, -8.4199, -3.5186], [-7.0733, -7.4112, -4.6743], [-6.4261, -6.7171, -3.0960], [-5.0592, -5.9949, -5.0751], [-4.7222, -7.6747, -5.4362], [-1.4320, -4.2281, -1.8102], [-1.3226, -5.4298, -0.5188], [-2.7762, -4.5514, -0.6092]]}

{"formula": "C3H6NOS", "method": "ωB97M-V with the def2-TZVPD basis set", "spin_multiplicity": 1, "homo_lumo_gap_ev": 6.9, "smiles": "N[C@@H](C=O)C[S-]", "homo_ev": -2.9, "total_charge": -1, "species": ["O", "C", "C", "C", "S", "N", "H", "H", "H", "H", "H", "H"], "xyz": [[0.0186, 2.6314, -0.0987], [-0.1539, 1.3993, -0.3618], [0.0766, 0.4115, 0.8320], [-0.6308, -1.0357, 0.6289], [-0.4819, -1.6333, -1.0523], [1.5748, 0.2142, 0.9405], [-0.4690, 1.0498, -1.3449], [-0.4530, 0.7995, 1.7139], [-0.2697, -1.5656, 1.5720], [-1.6053, -0.7873, 0.9590], [1.8211, -0.1216, -0.0421], [1.7624, -0.4433, 1.5909]]}

{"formula": "C6H9N2", "method": "ωB97M-V with the def2-TZVPD basis set", "spin_multiplicity": 1, "homo_lumo_gap_ev": 9.5, "homo_ev": -13.3, "total_charge": 1, "species": ["C", "C", "C", "C", "C", "C", "N", "N", "H", "H", "H", "H", "H", "H", "H", "H", "H"], "xyz": [[3.3015, 0.6458, -0.2924], [1.7291, 0.6764, 0.0707], [1.8277, -0.5857, 0.2759], [0.0625, 1.2866, 0.4223], [0.5603, -1.1953, 0.7446], [-1.2161, -0.2809, -0.8615], [3.3040, -0.6153, -0.2108], [-0.5378, -0.1592, 0.4071], [4.1428, 1.3822, -0.6635], [0.2854, 1.6011, 1.4472], [-0.2939, 2.0340, -0.2758], [0.3253, -2.0895, 0.2453], [0.4830, -1.3293, 1.8881], [-1.5705, 0.7342, -1.0620], [-0.5334, -0.6025, -1.6117], [-2.0300, -0.8944, -1.0848], [-1.3266, -0.1683, 1.0763]]}

{"formula": "C5H12NO", "method": "ωB97M-V with the def2-TZVPD basis set", "spin_multiplicity": 2, "homo_lumo_gap_ev": [8.9, 6.6], "homo_ev": [-20.0, -20.0], "total_charge": 2, "species": ["C", "O", "C", "C", "C", "C", "N", "H", "H", "H", "H", "H", "H", "H", "H", "H", "H", "H", "H"], "xyz": [[1.5598, 0.2244, 0.8551], [0.2345, 0.8684, 1.4282], [1.5196, 0.3934, -0.6915], [0.7332, -0.5693, -1.4742], [-0.4355, -1.1620, -0.6399], [-1.5376, -0.3889, -0.6576], [-1.9442, 0.1223, 0.6827], [1.4051, -0.8195, 1.1950], [2.3622, 0.7619, 1.2989], [0.4946, 1.8016, 1.4984], [2.5028, 0.5665, -1.2217], [0.9553, 1.3690, -0.7755], [1.3435, -1.3622, -1.9167], [0.0679, -0.2426, -2.3007], [-0.4180, -2.0154, 0.0468], [-1.8151, 0.3212, -1.4168], [-2.5158, -0.6221, 1.0919], [-1.2703, 0.3853, 1.4621], [-2.4149, 1.0677, 0.4829]]}

{"formula": "C41H39Br5N7O4S2Tl", "method": "ωB97M-V with the def2-TZVPD basis set", "spin_multiplicity": 1, "homo_lumo_gap_ev": 5.7, "homo_ev": -2.0, "total_charge": -2, "species": ["Tl", "C", "O", "C", "C", "C", "Br", "C", "C", "C", "O", "C", "N", "C", "C", "C", "C", "C", "C", "N", "H", "H", "H", "H", "H", "H", "H", "H", "H", "H", "H", "Br", "C", "C", "Br", "C", "Br", "C", "O", "C", "O", "C", "Br", "N", "C", "C", "C", "C", "C", "C", "C", "C", "C", "C", "C", "C", "H", "H", "H", "H", "H", "H", "H", "H", "H", "H", "C", "N", "C", "C", "S", "N", "C", "C", "H", "H", "H", "H", "H", "H", "H", "H", "H", "H", "H", "H", "C", "N", "C", "C", "N", "C", "S", "H", "H", "H", "H", "H", "H"], "xyz": [[-1.3949, 0.6275, -0.1710], [1.4451, 2.9937, 1.9216], [1.1130, 1.6125, 2.0597], [1.5951, 0.9423, 3.1182], [2.4621, 1.4736, 4.0624], [2.8617, 0.6703, 5.1259], [4.0469, 1.4168, 6.4205], [2.4336, -0.6216, 5.2827], [1.5627, -1.1609, 4.3248], [1.1514, -0.3928, 3.2470], [0.2711, -0.8798, 2.3251], [1.1145, -2.5505, 4.5044], [1.6519, -3.3871, 5.3613], [0.9411, -4.5597, 5.2021], [1.0847, -5.7899, 5.8440], [0.2386, -6.8180, 5.4755], [-0.7391, -6.6407, 4.4828], [-0.8992, -5.4302, 3.8355], [-0.0470, -4.3982, 4.2165], [0.0834, -3.0981, 3.7963], [2.5236, 3.1255, 1.8040], [1.0908, 3.5532, 2.7935], [0.9340, 3.3287, 1.0169], [2.8207, 2.4872, 3.9764], [2.7483, -1.2365, 6.1121], [0.7602, -1.1333, 1.5007], [1.8434, -5.9232, 6.6045], [0.3292, -7.7839, 5.9574], [-1.3822, -7.4707, 4.2181], [-1.6467, -5.2895, 3.0661], [-0.4236, -2.6022, 3.0745], [-6.8648, -4.3396, 1.0960], [-5.9144, -2.8380, 0.4311], [-6.4885, -1.9979, -0.4989], [-8.2413, -2.3175, -1.1487], [-5.7492, -0.8969, -0.9703], [-6.4869, 0.3031, -2.2494], [-4.4547, -0.6074, -0.5445], [-3.7765, 0.4132, -0.9606], [-3.8361, -1.4982, 0.4289], [-2.6343, -1.2678, 0.8251], [-4.6071, -2.5770, 0.8790], [-3.7854, -3.6799, 2.1923], [1.9764, 1.7742, -1.2850], [2.9557, 2.6647, -0.9026], [4.1585, 2.1988, -0.3558], [5.1570, 3.0720, 0.0422], [4.9785, 4.4405, -0.1041], [3.7908, 4.9053, -0.6597], [2.7684, 4.0578, -1.0780], [1.4972, 4.6258, -1.6310], [1.5912, 5.7599, -2.4484], [0.4460, 6.3924, -2.9140], [-0.7944, 5.8879, -2.5419], [-0.8624, 4.7401, -1.7545], [0.2566, 4.0318, -1.2863], [2.0191, 0.8826, -0.8082], [1.0441, 2.2224, -1.2607], [4.2834, 1.1281, -0.2294], [6.0684, 2.6801, 0.4799], [5.7416, 5.1375, 0.2209], [3.6317, 5.9744, -0.7468], [2.5659, 6.1457, -2.7360], [0.5224, 7.2676, -3.5514], [-1.7042, 6.3804, -2.8803], [-1.8583, 4.3638, -1.5189], [-1.4352, -3.0906, -1.7184], [-0.1955, -3.0646, -0.9429], [-0.3538, -3.5895, 0.4064], [0.8939, -2.3693, -1.3182], [2.0049, -1.7303, -0.1961], [1.0889, -2.1986, -2.6485], [0.7670, -3.2387, -3.6095], [2.0657, -1.2431, -3.1485], [-2.2527, -2.8438, -1.0425], [-1.6219, -4.0795, -2.1474], [-1.4120, -2.3390, -2.5038], [-0.8389, -4.5667, 0.3357], [-1.0100, -2.9280, 0.9791], [0.6161, -3.6971, 0.8829], [0.2896, -4.0850, -3.1283], [1.6954, -3.5893, -4.0727], [0.1087, -2.8524, -4.3917], [2.0258, -0.3108, -2.5950], [1.8059, -1.0240, -4.1843], [3.0796, -1.6556, -3.0993], [-0.2966, 3.0195, -4.7477], [-1.6320, 2.6982, -4.2812], [-2.7029, 3.5723, -4.2420], [-3.6833, 2.9678, -3.5395], [-3.2084, 1.7341, -3.1577], [-1.9487, 1.5661, -3.6033], [-0.9644, 0.2013, -3.3846], [-0.3680, 3.8289, -5.4719], [0.1383, 2.1351, -5.2082], [0.3237, 3.3322, -3.9055], [-2.6510, 4.5453, -4.6945], [-4.6689, 3.3029, -3.2733], [-3.6283, 1.0977, -2.4373]]}

{"formula": "C2H8N2O", "method": "ωB97M-V with the def2-TZVPD basis set", "spin_multiplicity": 1, "homo_lumo_gap_ev": 7.6, "homo_ev": -7.0, "species": ["C", "N", "H", "H", "H", "H", "H", "N", "C", "O", "H", "H", "H"], "xyz": [[-1.1490, 0.6176, 0.2837], [-0.4109, 1.8748, 0.2744], [-0.9062, 2.7074, -0.0287], [0.0602, 2.2051, 1.1137], [-0.9563, 0.0782, 1.2150], [-2.2389, 0.7461, 0.2307], [-0.7423, -0.0959, -0.9658], [1.2987, -1.9401, -0.0761], [0.9771, -0.7763, -0.6502], [0.1561, -0.7803, -1.6444], [1.7405, -1.9736, 0.8287], [0.9767, -2.8010, -0.4945], [1.1944, 0.1379, -0.0866]]}

{"formula": "C24H46FNO10S", "method": "ωB97M-V with the def2-TZVPD basis set", "spin_multiplicity": 1, "homo_lumo_gap_ev": 7.6, "smiles": "[H]/N=C\\CC1=C(S)C(=O)C=C(F)C1=O.COCCOC.COCCOC.COCCOC.COCCOC", "homo_ev": -9.1, "species": ["N", "C", "C", "C", "C", "S", "C", "O", "C", "C", "F", "C", "O", "H", "H", "H", "H", "H", "H", "C", "O", "C", "C", "O", "C", "H", "H", "H", "H", "H", "H", "H", "H", "H", "H", "C", "O", "C", "C", "O", "C", "H", "H", "H", "H", "H", "H", "H", "H", "H", "H", "C", "O", "C", "C", "O", "C", "H", "H", "H", "H", "H", "H", "H", "H", "H", "H", "C", "O", "C", "C", "O", "C", "H", "H", "H", "H", "H", "H", "H", "H", "H", "H"], "xyz": [[-2.7035, 2.4991, 4.0428], [-1.9094, 1.5277, 4.1988], [-2.0369, 0.1835, 3.4836], [-1.5224, 0.2363, 2.0777], [-2.2018, -0.0855, 0.9698], [-3.8934, -0.6042, 0.9238], [-1.5169, 0.0963, -0.3609], [-2.1000, 0.5144, -1.3267], [-0.0644, -0.2080, -0.3743], [0.5989, 0.1021, 0.7294], [1.9141, -0.0721, 0.8592], [-0.1056, 0.6986, 1.9005], [0.4115, 1.4827, 2.6478], [-3.4317, 2.2737, 3.3598], [-1.0885, 1.6511, 4.9017], [-1.4667, -0.5561, 4.0501], [-3.0890, -0.0918, 3.4857], [-3.6337, -1.9070, 0.7622], [0.4099, -0.6423, -1.2455], [2.9013, -5.3770, -2.8661], [1.6263, -5.8350, -2.4566], [1.1072, -5.1472, -1.3323], [0.0641, -4.1272, -1.7302], [0.6237, -3.0625, -2.4839], [0.3806, -3.1602, -3.8777], [3.1311, -5.8607, -3.8136], [2.9125, -4.2938, -3.0080], [3.6684, -5.6523, -2.1342], [1.9122, -4.6590, -0.7734], [0.6424, -5.8903, -0.6767], [-0.3707, -3.6955, -0.8216], [-0.7392, -4.6130, -2.2917], [-0.6738, -2.9697, -4.1021], [0.6604, -4.1431, -4.2635], [0.9867, -2.3989, -4.3661], [2.3522, 0.7852, 5.6206], [1.1614, 1.1307, 6.3068], [1.3833, 1.7387, 7.5689], [1.1845, 3.2358, 7.4988], [2.1597, 3.8556, 6.6791], [1.6838, 4.1853, 5.3846], [2.0641, 0.5133, 4.6064], [3.0537, 1.6211, 5.5768], [2.8380, -0.0746, 6.0952], [2.3897, 1.5101, 7.9324], [0.6621, 1.3155, 8.2753], [1.2791, 3.6550, 8.5056], [0.1778, 3.4592, 7.1316], [0.9629, 5.0080, 5.4337], [1.2164, 3.3284, 4.8934], [2.5419, 4.5058, 4.7967], [3.9228, -1.5672, -2.7935], [3.8197, -0.1832, -3.0695], [3.9306, 0.6365, -1.9160], [5.2969, 1.2724, -1.8086], [6.3097, 0.3066, -1.5778], [7.0557, -0.0187, -2.7351], [3.9894, -2.0820, -3.7516], [4.8162, -1.7956, -2.2057], [3.0353, -1.9295, -2.2621], [3.7144, 0.0604, -1.0119], [3.1776, 1.4269, -2.0021], [5.3000, 1.9630, -0.9596], [5.5132, 1.8469, -2.7146], [7.6947, 0.8187, -3.0354], [6.4054, -0.2907, -3.5705], [7.6882, -0.8689, -2.4856], [-5.5851, 1.2727, -5.4976], [-6.4091, 2.2708, -4.9267], [-7.5412, 1.7528, -4.2483], [-7.3406, 1.7341, -2.7496], [-6.3296, 0.8205, -2.3650], [-5.0871, 1.4358, -2.0608], [-4.6798, 1.7624, -5.8518], [-5.3124, 0.5087, -4.7653], [-6.0839, 0.7949, -6.3484], [-7.7726, 0.7436, -4.6037], [-8.3919, 2.3994, -4.4862], [-8.2741, 1.4169, -2.2729], [-7.1038, 2.7420, -2.3942], [-5.1594, 2.0022, -1.1245], [-4.7673, 2.1078, -2.8615], [-4.3463, 0.6535, -1.9373]]}

> What is the formula in the sixth record?

C41H39Br5N7O4S2Tl